# 1
A molecular structure, C82H78FGeN4P3RuSSi2Te2 at a distorted geometry. Source: the Open Molecules 2025 dataset; level of theory: wB97M-V/def2-TZVPD.

CARTESIAN COORDINATES (ANGSTROEM)
Ru -1.38542 -0.29812 -0.17095
F 0.10498 0.32044 1.83240
Ge 0.06266 0.24877 3.61276
C -0.93412 -1.35528 4.05933
C -1.00654 -1.58397 5.43735
C -1.37196 -2.81713 5.94926
C -1.64568 -3.86023 5.07838
C -1.61296 -3.63890 3.71303
C -1.27630 -2.38790 3.17746
P -1.50523 -2.27940 1.36245
C -0.43862 -3.63960 0.73815
C 0.43662 -4.36951 1.53819
C 1.22297 -5.37401 0.98435
C 1.16990 -5.64627 -0.37196
C 0.32414 -4.90173 -1.18467
C -0.46017 -3.90582 -0.62963
C -3.24997 -2.91489 1.23327
C -3.81957 -3.07268 -0.02983
C -5.17092 -3.35106 -0.18267
C -5.98625 -3.49755 0.93029
C -5.43554 -3.36224 2.19288
C -4.08802 -3.05736 2.34324
C 1.91867 -0.23299 3.98626
C 2.22252 -0.36645 5.34966
C 3.50553 -0.61187 5.80326
C 4.54202 -0.71202 4.88933
C 4.26833 -0.62949 3.53860
C 2.95776 -0.42282 3.07647
P 3.00338 -0.50288 1.23781
C 4.07678 0.90520 0.88583
C 5.30502 0.81401 0.23702
C 6.09827 1.94580 0.11380
C 5.67268 3.15992 0.63231
C 4.44629 3.25148 1.28167
C 3.64574 2.13072 1.40662
C 3.83729 -2.06778 0.90694
C 4.42790 -2.29554 -0.33920
C 5.07129 -3.49466 -0.59208
C 5.10191 -4.48620 0.38209
C 4.46320 -4.28743 1.59707
C 3.82145 -3.08756 1.86158
C -0.37698 2.01454 4.27273
C 0.05142 2.21277 5.59506
C -0.15779 3.41420 6.24854
C -0.82154 4.43286 5.58039
C -1.26348 4.23372 4.28082
C -1.04814 3.03002 3.59739
P -1.55895 2.83144 1.82254
C -0.36458 3.96228 0.99511
C 0.64437 3.37278 0.24181
C 1.58362 4.14642 -0.43265
C 1.53160 5.52779 -0.34786
C 0.53967 6.13051 0.41788
C -0.39844 5.35611 1.08444
C -3.15612 3.74048 1.75314
C -3.48877 4.58808 0.69610
C -4.72869 5.21473 0.65148
C -5.66364 4.98635 1.64937
C -5.35529 4.12408 2.69375
C -4.11684 3.50223 2.74124
H -0.78609 -0.77638 6.12987
H -1.43357 -2.96716 7.02029
H -1.90709 -4.83951 5.45796
H -1.86882 -4.45071 3.04349
H 0.51445 -4.17378 2.59876
H 1.87012 -5.95781 1.62616
H 1.77859 -6.43696 -0.79471
H 0.27221 -5.10272 -2.24893
H -1.10011 -3.31851 -1.26324
H -3.20354 -2.98180 -0.91120
H -5.58889 -3.45105 -1.17527
H -7.04320 -3.71005 0.81381
H -6.05581 -3.48238 3.07401
H -3.71118 -2.92213 3.34493
H 1.43186 -0.27799 6.08453
H 3.70029 -0.70906 6.86467
H 5.56155 -0.86582 5.22012
H 5.08333 -0.73125 2.83226
H 5.66984 -0.13423 -0.13514
H 7.06144 1.87251 -0.37542
H 6.30365 4.03521 0.54396
H 4.11478 4.19578 1.69281
H 2.69908 2.20155 1.93295
H 4.39325 -1.53846 -1.11286
H 5.55057 -3.65095 -1.54987
H 5.62805 -5.41424 0.19163
H 4.47042 -5.06898 2.34700
H 3.33382 -2.93929 2.81718
H 0.56822 1.42267 6.12499
H 0.19193 3.55268 7.26404
H -0.99924 5.38261 6.06957
H -1.80654 5.03227 3.79938
H 0.68807 2.29027 0.18516
H 2.36452 3.67027 -1.01656
H 2.25996 6.13704 -0.86981
H 0.49020 7.21022 0.49091
H -1.16362 5.85300 1.66417
H -2.77137 4.78295 -0.09138
H -4.95672 5.89386 -0.16058
H -6.62985 5.47300 1.61306
H -6.08102 3.94232 3.47761
H -3.88370 2.84485 3.57220
S -7.07611 3.26881 -3.57752
N -5.50692 3.28914 -3.91890
C -4.91576 2.58257 -2.97423
C -3.48677 2.37749 -2.84882
C -2.55509 2.88982 -3.74879
C -1.21572 2.70021 -3.50183
C -0.83588 2.00233 -2.36047
N -1.70812 1.48754 -1.49450
C -3.02884 1.65352 -1.74314
C -3.95881 1.07002 -0.78513
N -3.41829 0.36368 0.23062
C -4.21349 -0.01749 1.22314
C -5.59326 0.15648 1.19652
C -6.16403 0.78556 0.11790
C -5.33232 1.28801 -0.88155
C -5.81489 2.06251 -2.00869
N -7.07336 2.38341 -2.23623
H -2.90150 3.43331 -4.62076
H -0.45714 3.08164 -4.17231
H 0.20716 1.86598 -2.12102
H -3.73491 -0.44793 2.08430
H -6.18880 -0.20406 2.02236
H -7.23349 0.94502 0.04623
C -5.00747 -2.45364 -3.93553
Si -3.72018 -3.80759 -4.01263
C -4.08365 -5.24864 -2.88619
C -3.44850 -4.42234 -5.74268
C -2.00802 -3.05937 -3.51257
Te -1.92345 -1.09292 -2.73882
C 1.37316 -2.19409 -4.46183
Si 1.47584 -1.19102 -6.07936
C 0.12096 -1.89864 -7.15524
C 3.12948 -1.34613 -6.91349
C 1.04414 0.59080 -5.68188
H -6.01184 -2.87282 -4.05168
H -4.85647 -1.72652 -4.73999
H -4.98440 -1.91142 -2.98046
H -5.16028 -5.35637 -2.72324
H -3.60086 -5.17673 -1.91159
H -3.73944 -6.17340 -3.35864
H -4.31022 -5.00774 -6.07631
H -2.57229 -5.07554 -5.78563
H -3.30274 -3.60708 -6.45638
H -1.44890 -2.96156 -4.44802
H -1.48748 -3.78355 -2.88185
H 0.92928 -3.15568 -4.73756
H 0.61503 -1.69169 -3.84916
H 0.25389 -2.97498 -7.30173
H 0.13733 -1.42814 -8.14367
H -0.87257 -1.72615 -6.72485
H 3.34602 -2.39286 -7.15151
H 3.94762 -0.95385 -6.30510
H 3.11611 -0.79192 -7.85759
H 0.11417 0.63995 -5.10274
H 0.88331 1.15315 -6.60677
H 1.83720 1.10241 -5.12447
C 2.62141 -2.49853 -3.61170
Te 1.21984 -0.75944 -0.64750
C 2.11056 0.28423 -2.37626
C 3.44524 -0.18871 -2.85485
C 4.50977 0.70116 -2.68571
C 5.78686 0.39613 -3.12091
C 6.01241 -0.81476 -3.75961
C 4.95858 -1.69862 -3.94727
C 3.67096 -1.42010 -3.49484
H 3.10040 -3.39467 -4.00517
H 2.30198 -2.75439 -2.59684
H 2.18061 1.33200 -2.09143
H 1.30088 0.14938 -3.09489
H 4.32144 1.66449 -2.22242
H 6.59855 1.09892 -2.97353
H 7.00350 -1.06920 -4.11452
H 5.13941 -2.63428 -4.46688

Multiplicity   2
Kohn-Sham gap (alpha / beta)   6.28 / 5.35 eV
Net charge   +3
Energy   -8198.86431 Eh



# 2
6 unconnected molecules or ions with the total composition C27H55BBrO19S at a distorted geometry. Source: the Open Molecules 2025 dataset; level of theory: wB97M-V/def2-TZVPD.

CARTESIAN COORDINATES (ANGSTROEM)
C 0.94632 1.73342 -5.48035
C 2.03976 1.80208 -4.40829
O 1.71548 0.88267 -3.31948
B 2.10830 1.17437 -2.06897
O 3.20882 0.73073 -1.42388
S 1.06354 2.46157 -1.09895
C 0.61424 1.82309 0.56281
C 1.35720 0.56733 1.00391
C 0.85240 -0.74303 0.36202
Br 0.18138 -1.95017 1.69085
C -0.48671 2.63920 -2.04355
C -1.37390 1.40139 -2.05514
O -1.21191 0.51167 -2.82614
O -2.34494 1.36271 -1.14040
H 0.19869 0.99714 -5.17455
H 1.36301 1.39807 -6.43402
H 0.46903 2.70099 -5.64785
H 3.01451 1.51116 -4.81001
H 2.15743 2.81986 -4.01571
H 3.46635 -0.15379 -1.73990
H -0.46618 1.64927 0.56231
H 0.82872 2.64928 1.24655
H 2.43281 0.68049 0.85323
H 1.21158 0.52424 2.08941
H 1.66250 -1.24895 -0.16720
H 0.03859 -0.55522 -0.34736
H -0.17348 2.87917 -3.06264
H -0.98436 3.50570 -1.59663
H -2.42552 2.18222 -0.62989
C -0.82608 -0.44774 6.35766
C 0.28949 -0.41276 5.33821
O 0.75600 0.92710 5.07480
C 1.56586 1.44524 6.00405
O 1.95921 0.88615 6.99032
O 1.88403 2.68478 5.62520
C 2.72603 3.39060 6.54829
H -1.64196 0.20971 6.05448
H -1.21177 -1.46269 6.44989
H -0.47214 -0.12524 7.33521
H -0.05429 -0.74676 4.36314
H 1.12834 -1.03890 5.64049
H 3.62287 2.82050 6.77753
H 2.18409 3.60961 7.46591
H 2.99573 4.32029 6.05757
C -0.40104 -2.52192 -3.62379
C -1.91476 -2.45399 -3.57828
O -2.50119 -3.56073 -4.28094
C -2.48975 -4.72613 -3.63369
O -2.07044 -4.91042 -2.51907
O -3.04796 -5.63991 -4.41922
C -3.07201 -6.96800 -3.87956
H -0.05815 -2.59131 -4.65717
H 0.03025 -1.62909 -3.17277
H -0.03612 -3.39777 -3.08827
H -2.27783 -1.57082 -4.09747
H -2.28711 -2.42205 -2.55390
H -3.53678 -6.97600 -2.89646
H -2.06110 -7.36593 -3.81497
H -3.65924 -7.55785 -4.57570
C 6.12539 -3.52158 1.99136
C 6.08725 -4.90104 1.37163
O 4.74986 -5.42728 1.31033
C 3.98398 -4.95102 0.33609
O 4.31208 -4.14758 -0.50443
O 2.78014 -5.51145 0.43775
C 1.85606 -5.09514 -0.56933
H 5.65285 -3.53404 2.97415
H 7.15846 -3.19424 2.10550
H 5.60208 -2.79902 1.36614
H 6.63066 -5.61336 1.98807
H 6.52558 -4.90834 0.37445
H 2.25410 -5.27783 -1.56508
H 1.63804 -4.03564 -0.44679
H 0.95054 -5.67332 -0.42734
C 2.53205 11.08218 5.71688
C 3.47002 10.02415 6.25269
O 2.85585 8.72028 6.27585
C 2.78575 8.09913 5.10672
O 3.21222 8.49163 4.05186
O 2.17063 6.92355 5.29674
C 1.99816 6.15803 4.10729
H 1.60157 11.08806 6.28532
H 2.99691 12.06416 5.79921
H 2.29427 10.90125 4.66972
H 3.72203 10.22176 7.29205
H 4.39510 9.97624 5.67954
H 2.94740 6.02027 3.59193
H 1.28706 6.64070 3.43739
H 1.60817 5.19264 4.42038
C -5.80755 -2.38964 -3.73916
C -6.06807 -3.85224 -4.03048
O -7.46950 -4.12552 -4.17959
C -7.99861 -3.76139 -5.34862
O -7.40565 -3.26234 -6.27014
O -9.29469 -4.06444 -5.32832
C -10.01074 -3.69678 -6.51227
H -6.38147 -2.06901 -2.86833
H -4.74742 -2.23453 -3.54043
H -6.09496 -1.76817 -4.58605
H -5.75521 -4.46839 -3.18838
H -5.52901 -4.18869 -4.91519
H -9.53264 -4.11092 -7.39674
H -10.06804 -2.61308 -6.59801
H -11.00652 -4.11266 -6.39603

Kohn-Sham gap   8.56 eV
Net charge   +1
Energy   -5488.30973 Eh